Entry from the OMol25 dataset: a structure of composition C23H25CrN2O6S (wB97M-V/def2-TZVPD).

Results
Maximum force = 0.97 eV Å⁻¹
Relative energy (zero: lowest compared OMol25 entry of this formula, charge and spin) = 0.000 eV
Electronic energy = -78768.5144 eV
Orbital gap (alpha / beta) = 0.30831 / 0.29925 Eh
E_HOMO (alpha / beta) = -15.0 / -15.0 eV
Expectation value of S² = 3.7721

Structure (ORCA input):
```
! wB97M-V def2-TZVPD RIJCOSX def2/J DEFGRID3
* xyz 2 4
Cr -0.20054 0.03547 0.37214
O -0.92935 2.29791 3.78138
C -0.52509 1.60875 2.75900
O -1.23023 1.29416 1.80036
C 0.90904 1.20023 2.78218
C 1.87602 1.52494 3.69581
C 3.17701 1.06800 3.44813
C 3.45274 0.32902 2.30897
C 2.40723 0.03844 1.44869
N 1.18487 0.46271 1.71100
C 2.46668 -0.74636 0.14409
O 3.51255 -1.07693 -0.32729
O 1.24840 -0.97628 -0.34742
H -1.86674 2.53424 3.68829
H 1.63142 2.11746 4.56811
H 3.97068 1.30361 4.14632
H 4.44877 -0.02510 2.07010
C -2.58879 -4.28508 4.30481
C -2.00399 -3.33653 3.30034
C -2.80990 -2.48925 2.54086
C -2.24063 -1.60643 1.65531
N -0.90674 -1.51936 1.48225
C -0.11993 -2.34855 2.19266
C -0.62674 -3.25171 3.09462
H -3.60966 -4.56279 4.04780
H -2.61554 -3.80511 5.28753
H -1.98449 -5.18621 4.40087
H -3.88850 -2.52323 2.63471
H -2.84935 -0.94606 1.05335
H 0.94207 -2.30029 1.99838
H 0.05344 -3.90162 3.63238
C -0.24639 3.48847 -2.04435
C 0.71204 2.74873 -1.18332
C 2.11215 3.23833 -1.00047
O 0.36900 1.70458 -0.63389
H 0.01741 4.53855 -2.14319
H -1.26472 3.37252 -1.67626
H -0.19916 3.03032 -3.04035
H 2.30180 4.16888 -1.52605
H 2.80476 2.47010 -1.35744
H 2.30704 3.37642 0.06620
C -1.61927 -2.39575 -2.64672
S -2.00328 -0.66821 -2.43056
O -1.55767 -0.39660 -0.98240
C -0.87421 0.08859 -3.55261
C -1.45697 0.84861 -4.56088
C -0.63889 1.43967 -5.51491
C 0.73859 1.28438 -5.43169
C 1.30985 0.53794 -4.39902
C 0.50447 -0.07841 -3.45575
H -0.56391 -2.53499 -2.86803
H -2.24056 -2.76736 -3.46345
H -1.89517 -2.88536 -1.71313
H -2.53583 0.95739 -4.61323
H -1.07674 2.01492 -6.32150
H 1.37533 1.73716 -6.18324
H 2.38561 0.41733 -4.34160
H 0.95002 -0.66423 -2.65786
*
```

Entry from the OMol25 dataset: a cluster of 7 separate species, H14O7 in total in a non-equilibrium geometry (wB97M-V/def2-TZVPD).

Results
Maximum force = 4.92 eV Å⁻¹
Relative energy (zero: lowest compared OMol25 entry of this formula, charge and spin) = 3.285 eV
Electronic energy = -14558.1761 eV
Orbital gap = 0.41625 Eh
E_HOMO = -11.4 eV
SMILES = O.O.O.O.O.O.O

Structure (ORCA input):
```
! wB97M-V def2-TZVPD RIJCOSX def2/J DEFGRID3
* xyz 0 1
H 0.20763 0.45043 0.41150
H -0.82482 -0.28722 -0.24871
H 2.40352 -0.04240 -1.00266
H 2.00902 -0.65337 0.19391
H 1.19555 0.61364 -4.64822
H 0.12985 1.55039 -4.82366
H 0.42637 -2.73522 1.22877
H 0.30485 -1.35667 2.06441
H -0.68254 -2.35235 -1.02276
H 0.12994 -3.35237 -0.37499
H 1.85380 1.03448 3.05071
H 0.94268 1.89589 4.00825
H -4.21840 2.94292 0.92419
H -4.19106 1.57631 0.25822
O -0.28587 0.42891 -0.42731
O 2.79542 -0.45911 -0.20260
O 0.37051 0.85797 -4.28711
O 0.88700 -2.12301 1.75792
O -0.73510 -2.89764 -0.31693
O 1.64945 1.86631 3.32379
O -4.64220 2.41599 0.14986
*
```

Entry from the OMol25 dataset: a structure of composition C3H2O3Sr in a non-equilibrium geometry (wB97M-V/def2-TZVPD).

Results
Maximum force = 3.92 eV Å⁻¹
Relative energy (zero: lowest compared OMol25 entry of this formula, charge and spin) = 2.301 eV
Electronic energy = -10101.7132 eV
Orbital gap = 0.13181 Eh
E_HOMO = -14.1 eV

Structure (ORCA input):
```
! wB97M-V def2-TZVPD RIJCOSX def2/J DEFGRID3
* xyz 2 1
H -0.09117 -1.05830 -1.40444
C -1.68745 1.56689 -1.83626
C -1.32958 0.43064 -1.63894
O -1.04251 -0.77042 -1.22966
H -2.06935 2.56877 -1.90055
C 1.25621 -1.05660 1.21369
O 1.43870 -1.78530 0.33940
O 1.40874 -0.40622 2.18031
Sr 2.11641 0.51055 4.27644
*
```

Entry from the OMol25 dataset: a structure of composition C14H10FeN4O3 in a non-equilibrium geometry (wB97M-V/def2-TZVPD).

Results
Maximum force = 5.08 eV Å⁻¹
Relative energy (zero: lowest compared OMol25 entry of this formula, charge and spin) = 0.708 eV
Electronic energy = -61162.4831 eV
Orbital gap (alpha / beta) = 0.18831 / 0.16658 Eh
E_HOMO (alpha / beta) = -5.6 / -8.3 eV
Expectation value of S² = 6.1510

Structure (ORCA input):
```
! wB97M-V def2-TZVPD RIJCOSX def2/J DEFGRID3
* xyz 0 5
O 1.97063 -1.22910 -0.69685
C 2.02645 -0.16333 -1.16554
Fe 2.04583 1.51617 -1.68201
C 3.00391 2.06998 -0.30103
O 3.58944 2.05550 0.70475
C 3.21277 1.38452 -2.97086
O 4.22853 0.98799 -3.37340
C -1.01577 1.26169 0.14031
C -1.03038 0.40144 -1.08164
C 0.06128 0.79257 -2.09169
C 0.21876 2.20711 -2.28426
C 0.45683 2.87715 -1.04200
C -0.06328 2.26491 0.16678
H -1.81422 1.20791 0.88734
H -0.92971 -0.66885 -0.84594
H -2.01963 0.55836 -1.55417
H 0.10617 0.10304 -2.94448
H 0.19503 2.70268 -3.26132
H 0.76634 3.92870 -1.03924
H 0.28928 2.69766 1.11621
C -0.98956 -3.66065 2.63944
N 0.31081 -3.38667 2.70029
C 0.79791 -2.19737 2.32351
N 0.05907 -1.15080 1.87244
C -1.23019 -1.37011 1.74581
C -1.84463 -2.68387 2.12228
N -3.12502 -2.66685 1.66126
C -3.31110 -1.43496 1.10089
N -2.19541 -0.63790 1.12855
H -1.39524 -4.62044 2.96556
H 1.87954 -2.05016 2.39399
H -4.25443 -1.09630 0.66500
*
```

Entry from the OMol25 dataset: a structure of composition C15H40OP2RuSi in a non-equilibrium geometry (wB97M-V/def2-TZVPD).

Results
Maximum force = 3.51 eV Å⁻¹
Relative energy (zero: lowest compared OMol25 entry of this formula, charge and spin) = 3.070 eV
Electronic energy = -47279.8535 eV
Orbital gap (alpha / beta) = 0.19722 / 0.25150 Eh
E_HOMO (alpha / beta) = -4.8 / -7.2 eV
Expectation value of S² = 6.0186

Structure (ORCA input):
```
! wB97M-V def2-TZVPD RIJCOSX def2/J DEFGRID3
* xyz 0 5
Ru 0.64016 0.13517 0.49304
Si 1.72809 2.03665 1.00963
P -1.17341 0.53809 1.75042
P 1.55964 -0.07923 -1.57656
H -2.66413 0.82183 -3.05655
C -2.73466 -0.37909 1.68578
H -3.38077 -0.03979 2.50707
H -2.57309 -1.45366 1.80454
H -3.25107 -0.20410 0.73820
C -1.80388 2.23213 1.91351
H -2.56754 2.23578 2.69990
H -2.22918 2.56997 0.96322
H -0.99110 2.90438 2.19703
C -0.62835 0.21838 3.45734
H -1.48033 0.37050 4.12819
H 0.17249 0.92126 3.70390
H -0.25555 -0.80705 3.55650
C 0.99562 -1.25594 -2.84322
H 1.62245 -1.15502 -3.74203
H -0.04507 -1.04182 -3.11515
H 1.06839 -2.28746 -2.48409
C 1.82768 1.39890 -2.59523
H 2.36347 1.09113 -3.50285
H 2.43764 2.12668 -2.05184
H 0.86783 1.85262 -2.86231
C 3.29230 -0.60425 -1.35594
H 3.77432 -0.67911 -2.33672
H 3.33806 -1.57317 -0.85190
H 3.81047 0.14193 -0.74814
C 1.16709 3.65745 0.23873
H 0.13413 3.92206 0.49669
H 1.29691 3.68267 -0.85019
H 1.86503 4.36235 0.71282
H 1.55811 2.18757 2.48803
H 3.13724 1.83558 0.55620
C -2.12273 1.83719 -1.96791
O -1.38958 2.23280 -1.04604
C -3.23174 0.71471 -1.80051
H -4.05699 0.96509 -2.49828
H -3.55154 0.85109 -0.74309
H -3.07427 -0.32927 -1.84719
C -2.39856 2.75220 -3.11737
H -2.71500 2.15909 -4.02361
H -1.51888 3.46377 -3.39362
H -3.26280 3.37830 -2.74907
C -0.55058 -3.14569 1.38553
C 0.95894 -2.88481 1.27856
C 1.63992 -3.40629 2.54774
C 1.42166 -3.66864 0.03988
C 1.37919 -1.42479 1.16530
H -0.73388 -4.23827 1.40257
H -1.09869 -2.74271 0.52881
H -0.97477 -2.74960 2.31522
H 1.43899 -4.48083 2.71200
H 2.72026 -3.26055 2.46618
H 1.27207 -2.84253 3.41473
H 0.79722 -3.42977 -0.82863
H 2.46475 -3.44629 -0.20429
H 1.33574 -4.75676 0.21449
H 2.37231 -1.23082 1.62057
*
```

Entry from the OMol25 dataset: a cluster of 8 separate species, C27H35NO23 in total in a non-equilibrium geometry (wB97M-V/def2-TZVPD).

Results
Maximum force = 7.41 eV Å⁻¹
Relative energy (zero: lowest compared OMol25 entry of this formula, charge and spin) = 3.730 eV
Electronic energy = -77139.8681 eV
Orbital gap = 0.26577 Eh
E_HOMO = -7.2 eV
SMILES = C#COC(=O)NCC=C.O=C1OCCO1.O=C1OCCO1.O=C1OCCO1.O=C1OCCO1.O=C1OCCO1.O=C1OCCO1.O=C1OCCO1

Structure (ORCA input):
```
! wB97M-V def2-TZVPD RIJCOSX def2/J DEFGRID3
* xyz 0 1
C 3.88052 0.78089 1.02520
C 3.44342 1.70488 0.17748
O 2.55042 2.61032 -0.53105
C 1.66647 3.25631 0.46013
O 2.24522 4.06791 1.25900
N 0.20378 2.99540 0.54450
C -0.08470 2.00426 1.65251
C 0.54823 0.52066 1.32901
C 0.47012 -0.11998 0.01200
H 4.10699 -0.01461 1.84346
H -0.14558 2.53577 -0.33158
H -1.20909 1.92182 1.88781
H 0.42621 2.33303 2.64755
H 1.13942 -0.07775 2.13765
H -0.58113 -0.53823 -0.27230
H 1.38434 -0.25482 -0.68783
C -0.58150 1.72392 6.69052
C -1.79041 2.45234 6.19369
O -1.77613 2.18745 4.79817
C -1.07145 1.03682 4.61830
O -1.00602 0.43650 3.57663
O -0.45071 0.65205 5.76870
H -0.70982 1.34837 7.70727
H 0.32380 2.33781 6.64986
H -2.71831 2.06043 6.61792
H -1.73837 3.52461 6.38545
C 5.48678 -3.07921 -0.77007
C 6.59098 -3.82900 -0.09170
O 6.93482 -2.98287 0.99388
C 5.84457 -2.21106 1.25904
O 5.73403 -1.50122 2.22432
O 4.89585 -2.34685 0.29172
H 4.75689 -3.74361 -1.23677
H 5.85810 -2.37546 -1.52110
H 6.26036 -4.79456 0.30329
H 7.44966 -3.98911 -0.74661
C 1.04646 3.64352 -3.05592
C 0.86448 5.12934 -3.06508
O 1.16118 5.48148 -4.40756
C 0.94656 4.37143 -5.16850
O 0.94149 4.36356 -6.37110
O 0.73783 3.27231 -4.39077
H 0.37787 3.14617 -2.35088
H 2.07668 3.34948 -2.83653
H -0.16453 5.42662 -2.84047
H 1.53907 5.63589 -2.37195
C -3.67805 -2.20946 -3.17844
C -2.59082 -2.96811 -2.48508
O -2.25651 -2.12605 -1.39100
C -3.34597 -1.34625 -1.14085
O -3.46578 -0.63736 -0.17571
O -4.28072 -1.47348 -2.12338
H -4.40488 -2.86715 -3.65758
H -3.28959 -1.50733 -3.92242
H -2.93467 -3.93219 -2.09717
H -1.72630 -3.13258 -3.12558
C 1.34028 -5.48941 -3.09833
C 0.48768 -6.71984 -3.12589
O -0.79292 -6.21630 -3.47168
C -0.59572 -5.03607 -4.12221
O -1.45796 -4.42654 -4.69833
O 0.70358 -4.63566 -4.03631
H 2.37193 -5.69025 -3.39402
H 1.33968 -5.00137 -2.11887
H 0.80621 -7.43287 -3.89245
H 0.45763 -7.22764 -2.15992
C -2.58827 -1.78516 -8.62165
C -2.94638 -0.60571 -7.77175
O -3.98055 -1.10983 -6.94103
C -3.82418 -2.46238 -6.88495
O -4.42724 -3.18432 -6.13607
O -2.89607 -2.88987 -7.78561
H -1.53304 -1.79229 -8.90148
H -3.19713 -1.84795 -9.52876
H -2.11493 -0.27628 -7.14117
H -3.30060 0.24137 -8.36238
C -1.91631 4.38255 10.88922
C -1.32128 4.74927 9.56521
O -1.70563 3.66853 8.72834
C -2.81751 3.10828 9.28719
O -3.50106 2.27741 8.75106
O -3.05294 3.61248 10.52962
H -2.20930 5.25830 11.47139
H -1.24594 3.76273 11.49230
H -1.73939 5.67591 9.16045
H -0.23414 4.83981 9.60791
*
```

Question: electronic energy of number 1 (C23H25CrN2O6S)?
Answer: -78768.5144 eV

Question: Look up the electronic energy of the sixth one.
Answer: -77139.8681 eV